A single C21H25N3O5S molecule in a non-equilibrium geometry, computed with the ωB97M-V functional and the def2-TZVPD basis.

E_LUMO in eV: -0.54
Energy relative to the best compared isomer or geometry (same formula, charge and spin) in eV: 2.508
Net charge: 0
Gap between HOMO and LUMO in eV: 8.314
SMILES: CCCN(CCC)S(=O)(=O)c1cc(CN2C(=O)c3cccnc3C2=O)ccc1OC
HOMO level in eV: -8.86

Cartesian coordinates (Å):
S 0.755 1.598 -0.257
O -2.071 1.821 0.352
O 0.228 2.222 -1.433
O -2.172 -4.315 -1.264
O 2.079 1.040 -0.324
O 2.332 -3.800 -0.809
N -0.953 -5.040 -3.998
N 0.657 2.654 1.009
N 0.038 -3.965 -0.747
C -2.542 -0.540 0.732
C -2.040 -1.828 0.807
C 0.598 1.472 3.180
C -1.015 -4.305 -1.587
C -0.366 -4.646 -2.889
C 1.234 4.825 -0.084
C -1.696 0.526 0.431
C 2.608 4.950 0.562
C 0.237 4.011 0.749
C 1.285 -4.035 -1.352
C 0.149 -1.026 0.286
C -3.442 2.136 0.465
C -0.151 -5.279 -5.028
C -0.693 -2.088 0.596
C 1.415 2.311 2.190
C -0.160 -3.496 0.613
C 1.849 -4.729 -3.814
C 1.016 -4.477 -2.742
C 1.232 -5.141 -4.991
C -0.345 0.256 0.209
C -0.658 2.199 3.644
H -1.273 2.456 2.786
H -3.509 3.212 0.310
H 1.232 1.242 4.038
H 2.919 -4.608 -3.737
H -0.704 3.946 0.197
H 2.294 1.741 1.873
H -3.594 -0.379 0.902
H 1.202 -1.175 0.098
H -0.865 -4.169 1.107
H 1.332 4.341 -1.055
H 0.052 4.498 1.710
H 0.816 -3.540 1.104
H -2.713 -2.644 1.021
H -0.399 3.114 4.171
H -4.034 1.625 -0.299
H 1.750 3.227 2.680
H 0.319 0.530 2.705
H 2.534 5.394 1.553
H -1.238 1.569 4.315
H -3.829 1.888 1.458
H 3.250 5.583 -0.047
H -0.651 -5.600 -5.931
H 0.807 5.820 -0.238
H 1.817 -5.354 -5.871
H 3.077 3.973 0.644

Now the natural (NBO) charges, all in e: atom 1 (S): 2.35, atom 2 (O): -0.51, atom 3 (O): -0.94, atom 4 (O): -0.53, atom 5 (O): -0.95, atom 6 (O): -0.54, atom 7 (N): -0.36, atom 8 (N): -0.72, atom 9 (N): -0.46, atom 10 (C): -0.31, atom 11 (C): -0.15, atom 12 (C): -0.40, atom 13 (C): 0.67, atom 14 (C): 0.11, atom 15 (C): -0.42, atom 16 (C): 0.40, atom 17 (C): -0.61, atom 18 (C): -0.21, atom 19 (C): 0.68, atom 20 (C): -0.17, atom 21 (C): -0.25, atom 22 (C): 0.05, atom 23 (C): -0.07, atom 24 (C): -0.23, atom 25 (C): -0.24, atom 26 (C): -0.12, atom 27 (C): -0.17, atom 28 (C): -0.24, atom 29 (C): -0.40, atom 30 (C): -0.62, atom 31 (H): 0.21, atom 32 (H): 0.21, atom 33 (H): 0.20, atom 34 (H): 0.24, atom 35 (H): 0.22, atom 36 (H): 0.23, atom 37 (H): 0.22, atom 38 (H): 0.25, atom 39 (H): 0.23, atom 40 (H): 0.22, atom 41 (H): 0.20, atom 42 (H): 0.24, atom 43 (H): 0.23, atom 44 (H): 0.20, atom 45 (H): 0.19, atom 46 (H): 0.20, atom 47 (H): 0.20, atom 48 (H): 0.19, atom 49 (H): 0.21, atom 50 (H): 0.18, atom 51 (H): 0.21, atom 52 (H): 0.20, atom 53 (H): 0.20, atom 54 (H): 0.23, atom 55 (H): 0.21

A single C21H25N3O7S molecule in a non-equilibrium geometry, computed with the ωB97M-V functional and the def2-TZVPD basis.

E_LUMO in eV: 0.58
Energy relative to the best compared isomer or geometry (same formula, charge and spin) in eV: 1.688
Net charge: 0
Gap between HOMO and LUMO in eV: 9.314
SMILES: COc1ccc(S(=O)(=O)N2CCO[C@@H]2CNC(=O)C(=O)NCc2ccccc2OC)cc1
HOMO level in eV: -8.74

Cartesian coordinates (Å):
S -3.510 1.164 0.079
O -4.055 0.611 1.285
O -4.285 -1.039 -2.837
O 2.201 2.445 0.653
O -0.365 -2.717 -1.498
O 0.267 0.670 -2.060
O -4.226 2.216 -0.586
O 3.925 -0.618 0.825
N -3.252 -0.095 -1.011
N 1.452 -1.474 -0.909
N -1.371 -0.686 -2.896
C 2.125 -2.023 1.357
C 0.865 2.251 0.519
C 0.273 -1.674 -1.495
C -1.824 1.655 0.335
C 3.055 -0.642 3.103
C 2.821 3.411 -0.167
C 2.118 -1.147 3.989
C 3.062 -1.067 1.779
C -3.606 0.119 -2.400
C 0.033 3.028 -0.284
C 4.869 0.362 1.183
C -2.344 0.304 -3.267
C -1.312 2.720 -0.374
C -0.273 -0.418 -2.178
C -1.014 0.888 1.154
C 1.183 -2.075 3.573
C 0.325 1.192 1.256
C -4.716 -1.757 -1.697
C 1.193 -2.508 2.256
C 2.119 -2.459 -0.084
C -3.650 -1.442 -0.644
H 0.451 -2.461 4.265
H -5.701 -1.395 -1.371
H 1.825 -0.534 -0.935
H 0.469 -3.233 1.918
H 5.560 -0.005 1.948
H 4.375 1.272 1.537
H -1.445 0.064 1.700
H 3.146 -2.581 -0.441
H -1.904 1.288 -3.093
H 2.476 4.421 0.073
H 0.421 3.853 -0.857
H 5.425 0.580 0.272
H 3.768 0.087 3.452
H 1.569 -3.395 -0.203
H 0.980 0.611 1.886
H -1.978 3.298 -0.995
H -1.700 -1.644 -2.833
H -4.776 -2.811 -1.968
H 2.641 3.202 -1.225
H 2.122 -0.803 5.013
H 3.888 3.339 0.041
H -2.790 -2.116 -0.724
H -4.247 1.012 -2.477
H -4.031 -1.437 0.376
H -2.626 0.191 -4.316

Now the natural (NBO) charges, all in e: atom 1 (S): 2.33, atom 2 (O): -0.94, atom 3 (O): -0.53, atom 4 (O): -0.52, atom 5 (O): -0.65, atom 6 (O): -0.64, atom 7 (O): -0.94, atom 8 (O): -0.52, atom 9 (N): -0.72, atom 10 (N): -0.58, atom 11 (N): -0.59, atom 12 (C): -0.11, atom 13 (C): 0.41, atom 14 (C): 0.59, atom 15 (C): -0.39, atom 16 (C): -0.32, atom 17 (C): -0.26, atom 18 (C): -0.19, atom 19 (C): 0.37, atom 20 (C): 0.23, atom 21 (C): -0.33, atom 22 (C): -0.26, atom 23 (C): -0.25, atom 24 (C): -0.10, atom 25 (C): 0.59, atom 26 (C): -0.17, atom 27 (C): -0.24, atom 28 (C): -0.28, atom 29 (C): -0.08, atom 30 (C): -0.18, atom 31 (C): -0.24, atom 32 (C): -0.26, atom 33 (H): 0.22, atom 34 (H): 0.17, atom 35 (H): 0.43, atom 36 (H): 0.22, atom 37 (H): 0.18, atom 38 (H): 0.19, atom 39 (H): 0.24, atom 40 (H): 0.22, atom 41 (H): 0.23, atom 42 (H): 0.18, atom 43 (H): 0.22, atom 44 (H): 0.20, atom 45 (H): 0.22, atom 46 (H): 0.24, atom 47 (H): 0.23, atom 48 (H): 0.23, atom 49 (H): 0.42, atom 50 (H): 0.20, atom 51 (H): 0.19, atom 52 (H): 0.22, atom 53 (H): 0.20, atom 54 (H): 0.21, atom 55 (H): 0.21, atom 56 (H): 0.25, atom 57 (H): 0.22

A molecular structure, C21H25N4O in a non-equilibrium geometry, computed with the ωB97M-V functional and the def2-TZVPD basis.

E_LUMO in eV: -3.12
Energy relative to the best compared isomer or geometry (same formula, charge and spin) in eV: 0.000
Net charge: +1
Gap between HOMO and LUMO in eV: 7.667
HOMO level in eV: -10.78

Cartesian coordinates (Å):
O 1.221 -3.379 1.691
N 0.466 0.881 -0.463
N 0.326 -0.902 2.085
N -0.005 1.147 -1.653
N -0.053 1.758 0.418
C -0.821 2.662 -0.237
C 2.666 -1.191 -2.470
C 0.529 -2.431 0.994
C 1.306 -1.948 -0.147
C 0.630 -4.667 2.000
C -1.862 2.561 -5.124
C 1.277 -1.044 -2.379
C -1.528 2.724 -2.717
C 3.358 -1.765 -1.399
C -0.048 -0.899 4.522
C -1.116 2.258 -3.984
C 0.257 1.641 1.840
C -2.673 3.558 -2.622
C 0.586 -1.447 -1.234
C 0.471 -1.682 3.327
C 2.698 -2.126 -0.231
C -0.811 2.247 -1.555
C -0.176 0.540 4.011
C -3.414 3.852 -3.769
C -0.389 0.428 2.510
C -3.016 3.349 -5.016
H -1.326 3.507 0.233
H -2.963 3.933 -1.639
H -0.215 1.647 -4.039
H 0.776 1.068 4.198
H 0.663 -1.013 5.349
H 1.353 1.563 1.961
H -4.306 4.470 -3.682
H -0.098 -2.594 3.249
H -1.540 2.177 -6.088
H 0.727 -0.568 -3.179
H -1.474 0.421 2.278
H 3.233 -2.499 0.653
H 0.380 -5.250 1.114
H -3.608 3.575 -5.903
H -0.264 -4.530 2.613
H 4.445 -1.899 -1.467
H 1.370 -5.207 2.587
H 1.552 -1.864 3.404
H 3.174 -0.905 -3.401
H -1.024 -1.292 4.849
H 1.326 -0.610 1.914
H -0.062 2.595 2.299
H -0.939 1.128 4.544
H -0.499 -1.384 -1.140
H -0.559 -2.594 0.894

Now the natural (NBO) charges, all in e: atom 1 (O): -0.52, atom 2 (N): -0.09, atom 3 (N): -0.51, atom 4 (N): -0.24, atom 5 (N): -0.17, atom 6 (C): -0.06, atom 7 (C): -0.17, atom 8 (C): 0.44, atom 9 (C): -0.23, atom 10 (C): -0.25, atom 11 (C): -0.19, atom 12 (C): -0.19, atom 13 (C): -0.01, atom 14 (C): -0.23, atom 15 (C): -0.42, atom 16 (C): -0.21, atom 17 (C): -0.22, atom 18 (C): -0.21, atom 19 (C): -0.11, atom 20 (C): -0.22, atom 21 (C): -0.13, atom 22 (C): 0.04, atom 23 (C): -0.43, atom 24 (C): -0.20, atom 25 (C): -0.03, atom 26 (C): -0.20, atom 27 (H): 0.24, atom 28 (H): 0.21, atom 29 (H): 0.22, atom 30 (H): 0.21, atom 31 (H): 0.24, atom 32 (H): 0.22, atom 33 (H): 0.22, atom 34 (H): 0.20, atom 35 (H): 0.22, atom 36 (H): 0.24, atom 37 (H): 0.23, atom 38 (H): 0.22, atom 39 (H): 0.21, atom 40 (H): 0.22, atom 41 (H): 0.18, atom 42 (H): 0.23, atom 43 (H): 0.23, atom 44 (H): 0.22, atom 45 (H): 0.23, atom 46 (H): 0.22, atom 47 (H): 0.41, atom 48 (H): 0.25, atom 49 (H): 0.25, atom 50 (H): 0.22, atom 51 (H): 0.21